Density functional theory data (ωB97M-V with the def2-TZVPD basis set) for 4 unconnected molecules or ions with the total composition C34H38BN6O11S at a distorted geometry.

orbital gap	7.45	eV
total charge	+1

Structure (XYZ):
```
91
C34H38BN6O11S (ωB97M-V with the def2-TZVPD basis set)
S -1.55375 -0.91081 -3.65463
O 4.98638 2.82645 0.43034
O -4.32790 0.90856 -2.17071
O -1.84158 2.06656 4.10291
O 6.93942 -4.59145 -1.10640
O 1.08321 -9.12578 -3.15832
O -3.21899 2.69070 9.18149
O 3.66422 1.81530 -1.10333
O 0.22585 -2.74792 -2.65024
O -2.42047 -7.17938 -6.62261
O 1.99433 4.96944 0.25696
O 2.59640 -1.62461 -0.46541
N -2.26922 2.85783 -0.53339
N 0.81735 4.50873 2.37959
N -0.99364 -4.52286 -2.21295
N -3.58985 2.54087 -0.69432
N -0.23785 3.70852 0.16488
N -1.86692 -3.61396 -2.72152
C -1.64482 3.11959 7.48930
C -0.83519 -8.84651 -6.13074
C -2.90447 2.54867 8.02084
C -3.76414 1.79637 7.07714
C -2.15980 4.36443 1.62023
C -1.58639 3.61770 0.39898
C 2.22913 1.66702 -0.91565
C 0.25369 -4.05770 -2.16671
C -3.41686 1.63856 5.80111
C 4.69418 -4.49017 -0.41703
C 5.93746 -2.47561 -1.31761
C -3.79577 1.11296 -1.11827
C -0.49509 0.28891 -2.70472
C -1.61827 -7.62588 -5.82866
C 4.84591 -1.72968 -1.15499
C -2.15909 2.20919 5.27226
C -4.46803 2.67231 0.49062
C 0.07510 2.98874 -1.03442
C 0.04685 -9.33559 -5.26077
C -1.09117 -2.52228 -2.97247
C 3.60370 -3.74231 -0.25522
C 1.57535 3.39975 3.03040
C 3.59611 -2.30641 -0.61235
C 0.28032 -8.67996 -3.95375
C -1.38407 -6.97067 -4.52133
C -1.21326 2.49975 -1.44413
C -1.23402 1.70052 -2.77567
C 1.41304 2.75217 -1.75913
C -3.35168 -0.11316 -0.24993
C -1.29965 2.96046 6.21293
C 4.28138 1.89913 0.14688
C 5.94676 -3.91373 -0.96053
C -0.50227 -7.46018 -3.65204
C 1.37500 5.82587 2.80364
B 0.87286 4.38121 0.89637
H 0.81725 2.65609 3.41121
H 2.19007 3.76292 3.89544
H 1.19888 -4.53113 -1.84050
H -1.60790 5.30919 1.88794
H 1.31286 2.33424 -2.79044
H 2.29538 2.88079 2.32110
H -3.28952 -0.99007 -0.95036
H 0.46362 0.39009 -3.28636
H -0.33125 -0.09226 -1.66690
H -4.68094 1.38659 7.48175
H 1.92487 0.62768 -1.22009
H -2.25800 1.52240 -3.20310
H -3.94132 2.41405 1.45871
H 0.62813 -10.22595 -5.46533
H 0.80088 6.17108 3.71661
H -4.14795 -0.34690 0.50105
H 4.82166 -0.67699 -1.41046
H -0.69615 2.32537 -3.54427
H -0.31852 -6.99401 -2.69301
H -4.94951 3.67996 0.53545
H 2.03849 1.76940 0.19134
H -0.38280 3.36984 5.80697
H -5.29817 1.91338 0.40686
H 2.05049 3.67475 -1.83753
H 2.67994 -4.14580 0.14163
H -1.01977 -9.31254 -7.09043
H -1.96503 -6.08003 -4.31554
H 6.86031 -2.07114 -1.71389
H 1.24920 6.63922 2.04087
H 4.71735 -5.54227 -0.16162
H 4.17889 1.08019 0.91784
H -2.04305 3.69386 2.51950
H -4.03248 1.09123 5.09819
H -2.33953 0.04924 0.20031
H -1.02841 3.66692 8.19131
H 2.78690 4.40356 0.37181
H 2.45797 5.75959 3.10512
H -3.23263 4.68780 1.51190
```

Density functional theory data (ωB97M-V with the def2-TZVPD basis set) for a molecular structure, C34H38BrFN5ReS at a distorted geometry.

orbital gap (spin up / spin down)	6.26 / 4.43	eV
total charge	+3
energy relative to the best compared isomer or geometry (same formula, charge and spin)	85.22	kcal per mole
spin multiplicity	2

Structure (XYZ):
```
81
C34H38BrFN5ReS (ωB97M-V with the def2-TZVPD basis set)
Re -0.18172 -0.33587 -0.03747
Br 6.59409 2.46854 1.30465
S 2.41703 -1.54623 2.05124
F 0.34798 1.11258 -1.99322
N -0.96564 -1.20794 -1.58812
N 0.67560 1.08255 1.24094
N 2.96569 -4.05026 2.74842
N -1.83712 0.36572 1.03620
N 4.63069 -2.93548 1.62626
C 3.42183 -2.96169 2.15457
C -1.56673 1.45312 1.81207
C 4.22739 1.30916 0.23234
C -4.62699 0.35336 -1.92480
C 3.71448 -5.31771 2.81497
C 4.74762 -5.35601 1.70068
C 3.98679 2.30013 2.42463
C 2.06472 1.36371 1.31884
C 0.73673 -3.63711 -1.03525
C -2.94601 -4.20530 -0.67461
C 0.35054 -0.09035 -5.42194
C -2.04644 -2.13527 -1.49896
C -2.55329 2.08193 2.56105
C -3.83862 1.56876 2.54770
C 0.55838 0.75319 -4.33465
C -0.69503 -1.72420 -3.99458
C -0.44069 -3.22412 1.18530
C -4.09808 0.44163 1.77903
C -3.07797 -0.12882 1.03631
C 4.77261 1.99190 1.31467
C -0.25141 -1.33082 -5.24182
C 0.14163 0.32356 -3.10620
C 2.88420 0.98701 0.24392
C -0.52770 -0.88298 -2.88340
C -1.85884 -3.35600 -0.82262
C -0.54566 -3.83246 -0.21527
C -3.63265 -0.48297 -2.74170
C 2.64193 1.99128 2.42667
C -4.19473 -0.74121 -4.14888
C -3.31384 -1.79889 -2.04463
C -0.18395 1.84374 1.85365
C 5.55919 -4.06884 1.74417
C -4.18778 -3.89404 -1.20106
C -4.35670 -2.70187 -1.87898
H -2.28873 2.94610 3.15597
H -4.62011 2.03484 3.13221
H -5.20590 -1.14431 -4.10290
H -3.25779 -1.00457 0.42455
H 0.42387 -3.61263 1.72124
H 6.27466 -4.01366 0.92783
H -0.64716 -4.91493 -0.11019
H 4.43709 2.78082 3.28227
H 0.66844 0.22212 -6.40688
H 4.94960 -2.08672 1.18410
H -2.73186 0.12018 -2.84749
H 1.03276 1.71918 -4.44612
H 1.51776 -4.30357 -0.66353
H -5.01308 -4.58393 -1.08867
H -2.80570 -5.15168 -0.16613
H -5.32280 -2.46151 -2.30190
H 4.85454 1.05561 -0.61137
H 3.00141 -6.13461 2.71695
H 2.05227 2.19494 3.31148
H -3.57745 -1.44790 -4.70081
H 0.11000 2.74071 2.38748
H 0.57324 -3.86966 -2.08693
H -5.08854 0.01041 1.74450
H 4.25279 -5.44103 0.73116
H -0.38412 -1.99050 -6.08830
H -5.53280 -0.20847 -1.69653
H 1.14660 -2.62351 -0.96273
H 4.19539 -5.40455 3.79056
H 6.10605 -3.99582 2.68637
H 5.40056 -6.21541 1.83298
H -1.16358 -2.68907 -3.85663
H -4.91713 1.23626 -2.49391
H -4.18188 0.68961 -0.98714
H -0.32075 -2.11669 1.11817
H 2.10535 -3.99257 3.26961
H -4.23681 0.19138 -4.71097
H 2.45143 0.46067 -0.60327
H -1.33861 -3.42098 1.76876
```

Density functional theory data (ωB97M-V with the def2-TZVPD basis set) for a molecular structure, C34H38IrN4O5Te.

orbital gap (spin up / spin down)	7.73 / 6.31	eV
total charge	0
spin multiplicity	6

Structure (XYZ):
```
83
C34H38IrN4O5Te (ωB97M-V with the def2-TZVPD basis set)
Ir 1.26440 -1.14895 -0.58373
Te -0.99153 -0.11806 1.62178
O 4.39785 -0.38271 2.10783
O 0.70552 -4.31609 0.48730
O 2.55514 -4.20032 -3.42992
O 2.49430 -0.30881 0.93028
O 1.42242 -2.51744 -2.46921
N 1.92212 0.20132 -2.26250
N -0.20801 -2.32051 -0.08694
N 3.23224 -2.23340 -0.61663
N 0.96237 1.05790 -2.88725
C -4.51485 0.65280 -0.92340
C 3.67105 -0.79867 1.23746
C -3.67770 -4.24928 2.96725
C -2.22996 -0.08563 -1.60921
C -0.51592 1.82834 2.30553
C 0.09299 4.39056 3.26573
C 2.58880 2.42502 -4.09148
C 5.21254 -2.73114 0.56205
C 2.38859 -3.36446 -2.56224
C 5.43391 -3.79452 -0.30781
C -2.64482 -3.12847 1.11331
C 4.07780 -1.96974 0.37448
C 0.03086 3.30263 4.12086
C 1.35740 1.53633 -4.23256
C -2.48521 -4.91086 3.23354
C 0.42009 5.76073 3.79136
C -0.27991 0.93257 4.72055
C 0.16850 2.36004 -4.71469
C 1.62727 0.38844 -5.20959
C -3.85448 0.76304 1.74886
C -3.75979 -3.36046 1.90476
C -0.68723 2.75644 -0.05568
C -0.21911 -3.52186 0.56253
C 3.42675 -3.23587 -1.46065
C -1.44751 -3.78682 1.38067
C -0.26361 2.01837 3.67246
C 4.53893 -4.05282 -1.33295
C -0.14511 4.17299 1.91583
C -3.21443 0.31836 -0.54589
C -2.89636 0.38155 0.81427
C -5.46929 1.03637 0.00513
C -0.44394 2.91142 1.41775
C -5.13942 1.09601 1.34956
C -1.37267 -4.68453 2.43992
H -0.49108 3.69023 -0.58192
H 0.45157 6.49503 2.98773
H 0.75475 -0.26170 -5.29832
H -0.73284 1.74475 -4.77105
H 3.47766 1.85185 -3.81899
H -1.10276 1.09668 5.41970
H -4.69028 -2.84982 1.69163
H -2.62454 0.14147 -2.59962
H -1.28435 0.44519 -1.48187
H 0.64769 0.96084 5.29299
H -0.02265 3.18906 -4.03299
H 2.47841 -0.22696 -4.91063
H 2.67380 0.77710 -1.89413
H 1.85844 0.78557 -6.19864
H 2.30060 -0.48441 -2.91742
H -1.72497 2.47450 -0.24718
H 0.36310 2.75835 -5.71044
H -0.38791 -0.06948 4.31569
H -0.43520 -5.19210 2.62560
H 5.88172 -2.48739 1.37460
H -5.87550 1.39543 2.08398
H -0.32490 6.08585 4.51938
H -3.59436 0.80202 2.79984
H 0.11814 0.50132 -2.97932
H -4.77686 0.61421 -1.97409
H -2.00381 -1.15303 -1.56922
H 0.22614 3.44690 5.17893
H -4.54525 -4.43073 3.58891
H -2.42517 -5.60329 4.06323
H -0.09120 5.00559 1.22319
H 4.66466 -4.85981 -2.04053
H -2.70123 -2.44481 0.27602
H 6.30821 -4.41962 -0.18114
H -0.04497 1.99001 -0.49398
H -6.46893 1.29075 -0.32272
H 2.42032 3.19400 -3.33596
H 2.80311 2.91413 -5.04186
H 1.38945 5.76250 4.29191
```

Density functional theory data (ωB97M-V with the def2-TZVPD basis set) for a molecular structure, C34H38N5OPtS3 at a distorted geometry.

orbital gap	4.60	eV
total charge	+3
energy relative to the best compared isomer or geometry (same formula, charge and spin)	27.76	kcal per mole

Structure (XYZ):
```
82
C34H38N5OPtS3 (ωB97M-V with the def2-TZVPD basis set)
Pt 0.42562 0.28270 -0.26523
S 0.95437 -1.37743 -1.83502
S -1.68646 -0.38025 -0.23822
S 4.36487 1.52169 1.54878
O -1.19977 -3.90586 -3.24741
N -2.85777 -0.35424 -2.70844
N 2.05485 0.10820 -3.78892
N 2.36584 0.30618 0.48899
N 3.51950 -1.14351 -2.48359
N -2.14286 -2.39109 -1.85801
C -0.36286 3.09863 -0.06336
C 2.28082 -0.69156 -2.78895
C -2.38202 1.77560 -3.89060
C 3.18092 -2.08448 0.58009
C -3.11340 1.09340 -2.73690
C 4.60808 -0.81591 -3.21613
C 4.10460 -4.43237 0.66962
C -5.76722 -2.87618 -4.12075
C -0.19191 4.40556 0.38684
C 4.47860 -0.18931 1.32185
C 3.32919 -4.99855 1.87388
C 2.82426 1.39417 -5.69538
C 3.32122 -4.72684 -0.61643
C 5.42280 -2.36841 1.42016
C -2.27874 -1.06939 -1.78802
C 0.68144 2.19870 0.13151
C 3.10376 0.48488 -4.55617
C -4.45846 -3.68768 -5.98559
C 5.54654 -1.01859 1.65753
C 4.24636 -2.92760 0.88150
C -5.67898 -3.30391 -5.44153
C 4.39291 0.01508 -4.29510
C -3.39404 -3.19681 -3.88901
C -4.62652 -2.82253 -3.33913
C 3.30124 -0.70624 0.76553
C 5.46754 -5.12472 0.58645
C -3.31422 -3.64948 -5.20994
C 2.81974 1.49274 0.87147
C 1.90463 2.60550 0.69542
C -0.97650 2.23714 -3.52906
C 5.92080 -1.37256 -2.79493
C 2.07615 3.91696 1.08912
C 1.01964 4.81456 0.92598
C -2.17930 -3.24704 -3.07549
H 3.29930 -5.80156 -0.79215
H -1.00694 5.11064 0.29216
H 1.14811 5.84532 1.22814
H 6.44721 -0.61459 2.10053
H 6.06023 -1.25701 -1.71832
H -1.29472 2.79715 -0.51581
H -1.00826 3.09726 -2.85992
H -2.34879 1.09470 -4.74448
H -4.70412 -2.54598 -2.29413
H 6.73488 -0.87756 -3.31708
H 6.25370 -3.01160 1.66956
H 2.28288 -4.39495 -0.56333
H 6.11451 -4.67338 -0.16951
H 1.89621 1.93463 -5.53435
H 3.79549 -4.26722 -1.49057
H -6.57399 -3.35260 -6.04722
H 2.36001 -4.50951 1.98976
H -0.42538 2.53790 -4.41814
H 3.62333 -1.75633 -1.67105
H -3.23580 -0.87648 -3.49814
H 3.89118 -4.86815 2.79890
H 5.32360 -6.16978 0.31555
H -6.72560 -2.60481 -3.70056
H 2.71223 0.79518 -6.60449
H 3.15463 -6.06575 1.73472
H -0.40316 1.43838 -3.04612
H -1.60893 -2.82438 -1.11472
H 5.96202 -2.43960 -3.02796
H 5.22196 0.29743 -4.92842
H 5.99288 -5.11363 1.54096
H 2.24386 -2.50132 0.25218
H -4.40550 -4.02866 -7.01001
H 3.00595 4.24693 1.53593
H -4.19180 1.21263 -2.84198
H -2.36083 -3.97289 -5.60552
H 3.64818 2.08549 -5.86330
H -2.98607 2.62738 -4.20328
H -2.83150 1.50029 -1.76594
```

Density functional theory data (ωB97M-V with the def2-TZVPD basis set) for a molecular structure, C34H39CaCl3FN5O3S at a distorted geometry.

orbital gap	2.50	eV
total charge	0
energy relative to the best compared isomer or geometry (same formula, charge and spin)	70.34	kcal per mole

Structure (XYZ):
```
87
C34H39CaCl3FN5O3S (ωB97M-V with the def2-TZVPD basis set)
Ca 0.38810 -0.10002 0.57603
Cl 4.43430 4.87588 -0.82837
Cl 3.72530 4.84428 2.01003
Cl 1.69500 6.06578 0.03103
S -0.13410 2.35558 -2.85977
F -2.74120 -5.59262 -5.83077
O 1.41730 -1.84522 0.41793
O 1.50710 0.09638 -1.13797
O 3.17190 -2.91072 -0.41237
N -1.07000 -1.02272 2.34243
N -0.72830 1.83698 2.12453
N 1.84850 2.45298 0.04583
N 1.59640 0.07218 2.48503
N -1.56870 -0.22792 -0.28477
C 2.52020 3.38098 0.18993
C -0.07430 3.10908 4.49833
C -1.40110 -4.20952 -2.77667
C 2.91930 -0.15582 4.89343
C 2.39220 -1.97482 -0.37157
C -1.66050 -2.85412 -2.95187
C 2.57450 -0.80232 -1.39127
C 3.21990 4.57118 0.36953
C -3.45740 -1.70002 -0.91497
C 0.16200 3.72668 3.28083
C -4.28090 -0.63262 -0.91137
C -2.70260 -3.35452 -5.07707
C -2.01340 -2.01212 1.81393
C -2.41690 -4.69292 -4.87277
C 3.92480 -0.13042 -1.14747
C 1.16710 -0.79342 3.39493
C -1.57920 -2.54942 0.45273
C -1.70520 -0.06742 3.23773
C -3.75530 0.66268 -0.69197
C -1.68930 3.27468 -3.03277
C 2.49990 -1.35962 -2.81257
C 0.02800 -1.69072 3.02063
C -1.15150 -1.84432 -1.97377
C -1.77350 -5.13612 -3.73187
C 2.66230 0.81168 2.74083
C 3.36710 0.73368 3.92933
C -1.98390 -1.56052 -0.67167
C -0.97710 1.25128 3.29053
C -0.20200 3.04968 2.12573
C 1.80460 -0.93022 4.62593
C -2.32590 -2.44412 -4.10477
C -0.67450 1.85888 4.50643
C -2.41310 0.76998 -0.36447
C 1.01210 3.76148 -2.86467
H -4.38550 1.53628 -0.74657
H -2.99020 -1.54052 1.68443
H -2.06290 -3.51062 0.26933
H -2.52680 -1.39312 -4.25887
H 2.95850 1.50518 1.96713
H 1.47140 -1.60642 -3.06527
H -0.50430 -2.70222 0.44893
H -0.90410 1.36288 5.44093
H -3.81750 -2.70322 -1.08927
H -0.33180 -2.21852 3.92163
H -0.07390 3.50748 1.15673
H 1.58390 0.85638 -1.72347
H -1.81280 -0.47622 4.25983
H -0.15780 -2.14312 -1.64207
H 0.61460 4.70538 3.22633
H 2.87600 -0.64462 -3.54307
H 4.14370 0.59678 -1.93057
H 1.43890 -1.64202 5.35283
H -1.70050 3.78838 -3.99187
H 0.72990 4.47888 -2.09837
H 0.45030 -2.41702 2.32133
H -2.14470 -2.84482 2.52353
H -5.34480 -0.75602 -1.06297
H -0.86830 -4.53602 -1.89747
H 1.01180 4.21908 -3.85067
H 0.18820 3.59848 5.42553
H 4.71000 -0.88202 -1.13897
H -2.00140 1.74558 -0.13347
H 3.43600 -0.25792 5.83533
H 4.24150 1.34268 4.09453
H -2.49720 2.55078 -2.99577
H -1.55240 -6.18442 -3.61287
H 3.09610 -2.26622 -2.87377
H 3.92080 0.37518 -0.18307
H -2.70780 0.15538 2.85663
H -3.19490 -3.04402 -5.98827
H -1.77880 3.98328 -2.21197
H 2.00150 3.37568 -2.64417
H -1.07270 -0.88222 -2.48797
```

Number 1: total energy -78836.529 eV. Number 2: total energy -129023.080 eV. Number 3: total energy -62201.131 eV. Number 4: total energy -81101.471 eV. Number 5: total energy -119043.012 eV.